Molecular formula: C35H20BrF4NO6PSW
Method: DFT, wB97M-V/def2-TZVPD

Geometry as XYZ:
```
70
Properties=species:S:1:pos:R:3:forces:R:3
C -0.62979 4.74824 2.85285 0.01 0.03 0.00
C 1.71617 -1.19310 2.21825 0.18 -0.04 0.03
F -0.82005 -0.07189 -7.16667 0.01 -0.01 0.04
H 4.39316 3.81112 -1.13173 0.00 0.00 0.00
H 3.09760 -0.04639 0.15538 0.04 -0.03 -0.07
F -2.82172 -0.03278 -5.39729 0.02 0.00 0.01
C -3.54642 -3.44533 1.57117 -0.01 -0.02 0.00
C -1.57705 -0.12367 -4.94709 -0.04 0.00 -0.03
C -0.35961 5.75721 3.84139 0.00 -0.01 0.00
C -0.55243 -0.14747 -5.87793 0.00 0.00 -0.04
W -0.59542 0.12967 1.07227 0.10 -0.02 0.36
H 3.43142 -1.39310 -1.78880 0.00 0.02 0.03
C 3.31678 -3.50853 -1.54348 0.00 -0.01 0.00
S -2.16830 -1.48475 0.44130 -0.04 -0.16 0.01
C -4.24083 -4.13441 2.55066 -0.01 0.01 0.06
H -4.72275 -5.07000 2.30050 0.00 0.00 0.00
H -4.85886 -4.16821 4.60912 0.00 0.00 0.00
C 2.49873 -4.60145 -1.30187 0.02 -0.01 -0.01
H -3.72694 -2.02717 5.14373 0.00 0.01 -0.01
C 0.75174 -0.25651 -5.43769 0.03 0.00 -0.04
H -0.99733 1.95512 -1.08137 0.00 0.15 -0.02
C -3.69072 -2.43730 4.14375 0.00 -0.04 0.01
H 0.87676 2.09528 -2.84380 0.02 0.01 0.05
C 1.94661 0.32863 2.40267 -0.10 0.10 -0.10
H 1.08060 5.26813 1.65966 0.00 -0.01 -0.01
C 2.78396 -2.22903 -1.56892 0.00 0.05 0.06
H 0.65673 3.50874 -0.01845 0.03 -0.01 -0.05
O 2.41248 -2.02481 2.69963 0.03 0.06 -0.03
H 4.68256 1.81100 0.29758 0.00 -0.01 0.00
C -4.31754 -3.63127 3.84290 0.01 -0.01 -0.06
O -2.45351 0.06088 4.66848 -0.10 -0.03 -0.01
C 2.94644 0.82643 -0.46819 0.01 0.03 -0.05
O 2.75077 0.86935 3.06877 0.08 -0.06 -0.07
F 2.28534 -0.42442 -3.72817 -0.05 -0.04 -0.09
C -0.00371 -0.29677 -3.11205 0.02 -0.01 -0.03
C 3.68261 2.99737 -1.18870 0.00 -0.01 0.00
H 0.49865 -5.27035 -0.90521 0.00 0.00 0.00
C -2.98383 -1.73564 3.16713 -0.01 0.07 0.02
H 2.48570 3.93689 -2.70242 0.00 -0.01 0.01
C -0.01878 3.63705 0.81641 -0.01 -0.03 0.09
H -0.45333 -3.01313 -0.91470 -0.04 0.02 0.00
C 0.22782 4.61006 1.75354 -0.01 0.02 0.04
F 1.75257 -0.28788 -6.30173 -0.03 0.01 0.01
C 2.61257 3.06935 -2.06800 -0.02 0.01 0.01
C 1.70055 2.02573 -2.14207 0.01 0.10 0.02
C 1.00268 -0.33008 -4.08033 0.05 -0.03 -0.01
C -1.13452 2.79488 0.94229 0.01 -0.17 -0.31
H -3.49435 -3.84454 0.56662 0.01 0.03 0.00
O 0.99365 0.99706 1.65039 -0.09 -0.17 0.28
H -2.43091 1.44292 -0.15980 -0.06 0.09 -0.06
C 1.42421 -2.03801 -1.32844 0.00 -0.05 -0.13
N -0.14199 6.56242 4.63049 0.00 0.00 -0.01
C -1.38006 1.72886 -0.09327 0.25 -0.02 0.12
C -1.98747 2.95497 2.03456 -0.07 0.00 -0.02
C 0.60413 -3.14287 -1.09617 0.05 -0.03 0.00
C -2.91301 -2.23795 1.86044 -0.03 -0.08 0.08
O -1.49002 0.07229 2.66892 -0.12 0.17 -0.03
H 4.37435 -3.64976 -1.72100 0.00 0.01 0.00
H 2.91984 -5.59783 -1.28571 0.00 0.00 0.00
C 1.86408 0.89506 -1.34473 0.04 0.04 0.01
C 1.14031 -4.41889 -1.08782 -0.02 0.02 0.01
C -2.34731 -0.48953 3.62593 0.22 -0.06 -0.19
C -1.73839 3.92470 2.99236 -0.01 -0.02 -0.01
Br -2.84210 -0.21849 -2.49782 0.01 0.04 0.01
H -2.39903 4.04273 3.83960 0.01 0.00 0.00
C -1.31730 -0.20076 -3.58824 0.03 -0.02 0.00
O 0.64313 -1.41604 1.46246 -0.22 0.22 -0.24
H -2.86148 2.32350 2.13739 -0.01 0.00 -0.01
C 3.84827 1.87403 -0.38823 0.00 -0.01 -0.01
P 0.61392 -0.41960 -1.38070 -0.20 -0.11 0.34
```
Positions in Å, forces in eV/Å.

The multiplicity is 1. The calculation puts the max |F| at 0.406 eV Å⁻¹. The total charge is +1. The HOMO energy comes out at -11.9 eV. Its HOMO-LUMO gap is 0.2389 Ha. For the total energy, the calculation gives -153250.6006 eV. Its relative energy (zero: lowest compared OMol25 entry of this formula, charge and spin) is 106.07 kJ/mol.